# C5H16N2O

A 2-piece molecular cluster, C5H16N2O overall (ωB97M-V/def2-TZVPD, OMol25).

Geometry as XYZ:
```
24
Properties=species:S:1:pos:R:3:forces:R:3
C -1.399 -1.004 2.293 1.6 2.1 0.3
C -1.258 -0.799 0.733 -2.3 0.1 -0.4
N -2.023 0.334 0.108 4.0 2.1 -0.6
C 0.186 -0.769 0.335 0.3 2.9 -1.0
C 0.808 -2.084 -0.027 -1.4 0.8 -3.7
C 1.806 -1.658 -1.077 2.8 -0.8 -1.1
N 2.849 -0.790 -0.524 0.6 -0.1 -1.9
H -1.952 -0.213 2.887 0.1 -1.1 -1.1
H -0.426 -1.086 2.861 -0.3 0.8 -1.0
H -1.679 -1.973 2.493 -1.9 -2.1 0.5
H -1.800 -1.596 0.101 1.1 0.2 1.7
H -2.882 0.574 0.467 -2.5 -0.3 1.4
H -1.526 1.279 0.175 -0.4 -1.9 -0.1
H 0.842 -0.180 1.058 -1.0 -1.1 -0.3
H 0.349 -0.055 -0.573 -1.0 -1.3 1.2
H 1.039 -2.629 0.795 2.1 -1.4 2.7
H 0.215 -2.880 -0.541 -0.7 1.1 0.1
H 1.367 -1.075 -1.874 -0.8 -0.2 -0.1
H 2.309 -2.535 -1.663 -0.7 1.2 1.3
H 3.057 -1.110 0.344 1.1 -1.2 3.0
H 2.911 0.211 -0.451 -1.0 0.1 -0.9
O -0.882 5.422 -1.565 -0.9 1.0 -2.3
H 0.026 5.106 -1.828 -1.7 0.8 -0.3
H -1.430 5.862 -2.365 2.6 -1.8 2.6
```
Positions in Å, forces in eV/Å.

Output
Energy   -384.745707 Eh
HOMO level   -8.70 eV
Charge   0
ΔE to the lowest compared entry with this formula, charge and spin   70.5 kcal/mol
Orbital gap   9.4 eV
SMILES   C[C@@H](N)CCCN.O